No. 1
Here is 2 unconnected molecules or ions with the total composition C2H5N3 from the Open Molecules 2025 dataset. Energies are from the ωB97M-V functional and the def2-TZVPD basis.

Structure (XYZ):
```
10
Properties=species:S:1:pos:R:3:mulliken_charge:R:1
C 1.983 -0.681 0.922 0.5846
C -0.617 0.623 -0.756 -0.4516
N 1.998 0.352 0.248 -0.6369
N -0.923 0.733 -1.969 -0.4671
N 1.758 -1.620 1.668 -0.4956
H -0.563 1.520 -0.039 0.2412
H -0.220 -0.283 -0.308 0.3467
H 1.732 0.392 -0.713 0.3472
H -1.068 1.684 -2.229 0.2611
H 2.446 -2.312 2.005 0.2703
```

Output
* charge: 0
* energy above the lowest of the compared OMol25 structures with the same formula, charge and spin: 137.51 kJ/mol
* E_HOMO: -0.373 hartree
* LUMO energy: 0.89 eV
* molecular weight: 71.1 g/mol
* SMILES: N=C=N.C=N
* calculated total energy: -243.4096 Eh
* strongest force on any atom: 2.369 eV/Å



No. 2
Here is a gas-phase ion, CH5N3OP (charge +1) from the Open Molecules 2025 dataset. Energies are from the ωB97M-V functional and the def2-TZVPD basis.

Structure (XYZ):
```
11
Properties=species:S:1:pos:R:3:mulliken_charge:R:1
C -0.176 0.370 0.199 0.7915
N -1.318 0.663 0.770 -0.4059
N 0.950 0.925 0.623 -0.3186
N -0.147 -0.545 -0.803 -0.2578
O 0.839 -2.468 -2.214 -0.3374
P 1.281 -1.485 -1.277 0.3512
H -1.546 1.491 1.421 0.2858
H -1.857 -0.196 0.736 0.2411
H 1.182 1.331 1.436 0.2149
H 1.811 0.642 0.247 0.1888
H -1.020 -0.729 -1.138 0.2465
```

Output
* charge: +1
* energy above the lowest of the compared OMol25 structures with the same formula, charge and spin: 38.91 kJ/mol
* E_HOMO: -0.561 hartree
* LUMO energy: -5.01 eV
* molecular weight: 106.0 g/mol
* SMILES: NC(N)=[NH+]P=O
* calculated total energy: -621.7454 Eh
* strongest force on any atom: 4.396 eV/Å



No. 3
Here is a molecular structure, C21H43BO2OsP2 from the Open Molecules 2025 dataset. Energies are from the ωB97M-V functional and the def2-TZVPD basis.

Structure (XYZ):
```
70
Properties=species:S:1:pos:R:3:mulliken_charge:R:1
P -0.019 -2.312 -3.382 0.8342
P 0.181 1.303 -2.763 0.7360
C -0.329 -1.004 -4.603 -0.8640
C 0.560 0.213 -4.398 -1.4790
H -1.401 -0.752 -4.550 0.4614
H -0.166 -1.464 -5.598 0.6102
H 1.633 -0.060 -4.431 0.6144
H 0.391 0.892 -5.252 0.6891
C -1.245 2.150 -3.562 -1.5654
H -1.560 2.961 -2.894 0.4438
H -2.111 1.490 -3.751 0.5044
H -0.947 2.580 -4.538 0.5068
C 1.457 2.491 -3.318 -1.4879
H 1.194 2.874 -4.318 0.5174
H 2.455 2.026 -3.345 0.4119
H 1.430 3.297 -2.574 0.4384
C -1.044 -3.723 -3.884 -1.3148
H -1.018 -4.501 -3.117 0.4661
H -0.642 -4.133 -4.808 0.4918
H -2.077 -3.416 -4.053 0.4207
C 1.671 -2.952 -3.538 -1.3843
H 2.426 -2.153 -3.600 0.4111
H 1.731 -3.546 -4.468 0.4611
H 1.911 -3.619 -2.695 0.4315
Os 0.623 -0.421 0.915 -0.1880
C 0.443 1.697 -0.980 0.1380
C -0.747 1.100 -0.226 -0.8873
C -1.892 0.480 -0.977 -1.4621
C -1.888 -0.972 -1.499 -1.0830
C -0.564 -1.804 -1.804 0.0260
C 0.714 -1.425 -1.029 -1.4115
C 1.879 -0.492 -1.419 -1.1534
C 1.800 0.920 -0.732 -1.7111
C 0.553 -2.117 1.892 -1.3646
H 0.603 2.720 -0.661 0.8780
H -1.114 1.629 0.690 0.5961
H -2.267 1.145 -1.758 0.4206
H -2.750 0.519 -0.301 0.5661
H -2.392 -1.543 -0.700 0.5989
H -2.568 -1.057 -2.366 0.1408
H -0.846 -2.776 -1.385 0.7300
H 1.158 -2.358 -0.647 1.6229
H 2.048 -0.375 -2.496 0.1882
H 2.785 -1.008 -1.080 0.3890
H 2.224 0.881 0.327 0.5178
H 2.610 1.483 -1.207 0.8658
H 1.328 -2.059 2.660 0.4445
H 0.768 -2.910 1.182 0.3801
H -0.439 -2.236 2.326 0.3993
C 0.034 2.878 4.395 -1.8396
C 0.403 1.421 4.678 1.6106
C 1.282 1.378 5.907 -1.7776
O 1.159 0.924 3.572 -0.3502
B 0.211 0.330 2.727 1.3979
O -1.049 0.134 3.331 -0.4345
C -0.867 0.489 4.702 1.3283
C -0.650 -0.792 5.511 -1.7939
C -2.152 1.138 5.174 -1.7489
H -0.701 2.982 3.574 0.2629
H 0.936 3.446 4.125 0.4685
H -0.388 3.329 5.297 0.4068
H 2.176 1.997 5.745 0.4386
H 0.726 1.792 6.747 0.3840
H 1.591 0.349 6.153 0.3723
H -0.522 -0.527 6.569 0.4290
H -1.543 -1.434 5.428 0.4554
H 0.230 -1.369 5.172 0.2511
H -2.403 2.031 4.582 0.3226
H -2.976 0.416 5.099 0.4573
H -2.045 1.424 6.226 0.3630
```

Output
* charge: +2
* energy above the lowest of the compared OMol25 structures with the same formula, charge and spin: 84.27 kJ/mol
* E_HOMO (spin up / spin down): -0.466 / -0.521 hartree
* LUMO energy (spin up / spin down): -7.49 / -7.42 eV
* molecular weight: 590.6 g/mol
* calculated total energy: -1773.9065 Eh
* strongest force on any atom: 5.733 eV/Å
* 2S+1: 5



No. 4
Here is a molecular structure, C34H85BaN5O12Zn from the Open Molecules 2025 dataset. Energies are from the ωB97M-V functional and the def2-TZVPD basis.

Structure (XYZ):
```
138
Properties=species:S:1:pos:R:3:mulliken_charge:R:1
Ba 3.638 -0.178 -0.671 1.2713
Zn 2.131 3.079 -0.731 0.0791
C 1.333 -0.775 3.093 -0.3947
C 2.768 -0.391 2.737 0.4005
O 3.322 -1.317 1.838 -0.8050
H 0.910 -0.144 3.881 0.4127
H 1.186 -1.778 3.494 0.4220
H 0.790 -0.702 2.151 -0.5702
H 3.303 -0.187 3.672 0.3635
H 2.825 0.480 2.072 -0.5890
C -0.908 0.261 0.068 0.4751
C 0.344 0.220 -0.824 0.7492
O 1.131 1.365 -1.013 0.1483
H -1.469 1.162 -0.195 -0.8198
H -0.723 0.223 1.140 0.2792
H -1.513 -0.618 -0.157 -0.3896
H 0.116 -0.280 -1.769 -0.4691
H 0.988 -0.486 -0.281 -0.3097
C -3.388 -4.539 1.075 -0.8808
O -3.579 -3.764 -0.079 -0.3563
C -4.085 -2.456 0.212 -0.7529
C -4.021 -1.563 -1.005 0.6667
N -5.104 -1.637 -1.954 -0.2505
C -5.321 -0.461 -2.824 -0.8781
C -4.065 0.009 -3.526 -0.5979
O -3.308 0.819 -2.669 0.1049
C -2.235 1.529 -3.282 -0.6961
H -4.266 -5.175 1.255 0.3494
H -3.103 -4.108 2.038 0.3708
H -2.632 -5.294 0.834 0.2573
H -3.538 -1.989 1.037 0.3490
H -5.133 -2.595 0.501 0.5129
H -3.032 -1.710 -1.480 0.0899
H -3.825 -0.549 -0.641 -0.6183
H -5.119 -2.510 -2.458 0.3291
H -5.853 0.267 -2.209 0.1712
H -6.092 -0.826 -3.506 0.4548
H -4.342 0.617 -4.401 0.5617
H -3.540 -0.883 -3.889 0.3429
H -1.700 2.244 -2.667 -0.2114
H -2.683 1.934 -4.197 0.4126
H -1.574 0.696 -3.565 0.3773
C -0.622 8.152 -0.272 -0.8177
O 0.234 7.005 -0.393 -0.3040
C 0.938 6.739 0.771 -0.8828
C 1.738 5.456 0.568 -0.5539
N 0.819 4.291 0.166 1.4736
C 0.028 3.713 1.291 0.6561
C 0.873 3.174 2.421 -0.5428
O 1.589 4.123 3.210 -0.3359
C 2.102 3.488 4.369 -0.7052
H -1.554 7.815 0.185 0.3159
H -0.894 8.488 -1.273 0.2393
H -0.077 8.958 0.215 0.3587
H 0.268 6.498 1.608 0.3741
H 1.655 7.481 1.133 0.5737
H 2.343 5.175 1.426 0.4989
H 2.363 5.557 -0.331 0.4015
H 0.071 4.743 -0.373 -0.6703
H -0.490 2.831 0.910 -0.3961
H -0.765 4.434 1.487 0.4305
H 1.597 2.454 2.015 -0.2813
H 0.176 2.659 3.088 0.5984
H 1.373 3.343 5.172 0.3049
H 2.850 4.178 4.759 0.2907
H 2.563 2.515 4.178 0.2443
C -2.351 4.897 -1.349 -1.3180
O -2.477 3.890 -0.344 0.1918
C -3.746 3.956 0.350 -0.9184
C -4.223 2.491 0.390 0.1525
N -5.098 2.269 1.527 -0.2566
C -5.498 0.885 1.658 0.6747
C -6.101 0.637 3.052 -0.8039
O -7.369 1.191 3.255 -0.3802
C -8.364 0.582 2.451 -0.6690
H -2.598 5.893 -0.978 0.3889
H -2.990 4.548 -2.166 0.3841
H -1.360 5.006 -1.803 0.3442
H -4.431 4.630 -0.156 0.3957
H -3.541 4.238 1.387 0.2887
H -3.322 1.878 0.531 -0.0138
H -4.737 2.286 -0.549 0.1113
H -4.623 2.586 2.364 0.3398
H -4.747 0.119 1.389 -0.6200
H -6.206 0.609 0.866 0.1083
H -5.419 1.056 3.795 0.3815
H -6.155 -0.428 3.310 0.4226
H -9.378 0.720 2.820 0.2843
H -8.203 -0.498 2.394 0.3249
H -8.317 1.024 1.455 0.2107
C 5.213 -6.651 3.838 -0.7616
O 4.748 -6.315 2.548 -0.2018
C 4.661 -7.514 1.733 -0.7035
C 3.952 -7.164 0.424 -0.7597
N 2.834 -6.241 0.612 0.0399
C 2.210 -5.901 -0.648 -0.9633
C 0.888 -5.175 -0.424 -0.4803
O 1.046 -4.016 0.344 -0.2119
C -0.137 -3.321 0.719 -0.6576
H 4.514 -7.352 4.312 0.3122
H 5.204 -5.765 4.474 0.2177
H 6.238 -7.031 3.796 0.3019
H 4.019 -8.111 2.384 0.3846
H 5.665 -7.875 1.511 0.3652
H 3.566 -8.127 0.060 0.3783
H 4.661 -6.780 -0.308 0.4004
H 2.188 -6.603 1.300 0.1644
H 2.053 -6.782 -1.299 0.3902
H 2.875 -5.405 -1.372 0.2805
H 0.300 -5.959 0.069 0.4011
H 0.491 -4.863 -1.397 0.4319
H -0.770 -3.317 -0.177 0.3457
H 0.020 -2.396 1.257 -0.0953
H -0.674 -3.995 1.399 0.4630
C 1.763 -2.532 -3.029 -1.0063
O 2.568 -1.350 -2.888 0.0422
C 2.480 -0.449 -3.974 -0.4210
C 3.824 0.313 -4.086 -0.8361
N 4.021 1.421 -3.129 -0.0889
C 5.382 1.907 -2.928 -0.6394
C 6.473 0.858 -2.557 -0.7202
O 6.163 0.239 -1.275 -0.1267
C 7.193 -0.605 -0.678 -0.8912
H 2.063 -3.232 -3.814 0.4348
H 0.753 -2.185 -3.254 0.4021
H 1.844 -3.100 -2.103 0.1250
H 2.475 -1.017 -4.907 0.5079
H 1.606 0.197 -3.844 0.1934
H 4.612 -0.422 -3.951 0.2630
H 3.784 0.693 -5.112 0.3601
H 3.339 2.153 -3.256 0.1508
H 5.750 2.520 -3.759 0.4009
H 5.348 2.618 -2.093 0.2202
H 6.467 0.089 -3.331 0.4296
H 7.465 1.301 -2.491 0.5238
H 8.116 -0.030 -0.710 0.3171
H 7.293 -1.457 -1.356 0.3387
H 6.891 -0.998 0.289 0.3222
```

Output
* charge: +2
* E_HOMO: -0.425 hartree
* LUMO energy: -8.81 eV
* molecular weight: 958.8 g/mol
* calculated total energy: -4327.0417 Eh
* strongest force on any atom: 3.781 eV/Å